Entry from OMol25: a 2-piece molecular cluster, C3H7N2O overall in a non-equilibrium geometry (wB97M-V/def2-TZVPD).

XYZ file:
```
13
Properties=species:S:1:pos:R:3:lowdin_charge:R:1
C -0.59937 -0.55157 0.29110 -0.02
C -1.10752 0.71082 0.35086 -0.02
N -0.31447 1.38124 1.23961 0.11
C 0.80600 0.69234 1.47383 -0.04
N 0.62726 -0.52367 0.96349 0.13
H -0.92486 -1.52376 -0.02240 0.13
H -1.88904 1.18924 -0.21655 0.14
H -0.45354 2.32681 1.54333 0.18
H 1.61705 1.13391 2.02119 0.16
H 1.27711 -1.28473 0.86283 0.18
H 0.80042 -0.65808 -3.21926 0.06
H 0.02047 -1.91855 -2.71996 0.04
O 0.14048 -0.97400 -2.56805 -0.07
```

Calculated values
HOMO level	-14.44	eV
E_tot	-8245.617	eV
total charge	+1
relative energy (zero: lowest compared OMol25 entry of this formula, charge and spin)	0.522	eV
orbital gap	0.40838	Ha